Entry 1:
{
  "formula": "C8H17N2ORuS",
  "method": "ωB97M-V with the def2-TZVPD basis set",
  "total_charge": 3,
  "total_energy_ha": -991.69021,
  "lumo_energy_ev": -13.5,
  "e_homo_ev": -21.82,
  "symbols": ["Ru", "C", "C", "N", "C", "C", "S", "C", "C", "N", "H", "H", "H", "H", "H", "H", "H", "H", "H", "H", "H", "H", "H", "H", "C", "C", "O", "H", "H", "H"],
  "xyz": [[-0.671, 0.236, 0.041], [-1.127, -1.389, -2.352], [-0.350, -0.137, -2.704], [0.572, 0.201, -1.559], [1.747, -0.758, -1.448], [2.103, -1.058, -0.009], [0.607, -1.366, 0.988], [-0.147, -2.864, 0.226], [-1.582, -2.563, -0.157], [-1.664, -1.276, -0.939], [-0.507, -2.281, -2.408], [-1.954, -1.534, -3.047], [-1.010, 0.722, -2.855], [0.227, -0.268, -3.622], [0.950, 1.136, -1.724], [2.601, -0.316, -1.963], [1.484, -1.665, -1.985], [2.607, -0.231, 0.494], [2.754, -1.932, 0.073], [-0.105, -3.651, 0.980], [0.476, -3.170, -0.613], [-2.208, -2.442, 0.730], [-2.001, -3.384, -0.743], [-2.658, -1.045, -1.016], [-1.079, 2.556, 2.458], [-0.361, 1.910, 1.370], [0.598, 1.860, 0.705], [-0.547, 3.484, 2.700], [-1.073, 1.873, 3.318], [-2.117, 2.748, 2.167]],
  "atomic_forces_ev_per_a": [[-0.2, 0.3, 0.0], [0.0, 0.0, 0.0], [0.1, 0.1, 0.0], [0.0, -0.1, -0.1], [0.0, 0.0, -0.1], [0.0, 0.0, 0.1], [0.0, -0.1, 0.0], [0.0, 0.0, 0.0], [0.0, 0.0, 0.0], [0.0, -0.2, 0.1], [0.0, 0.0, 0.0], [0.0, 0.0, 0.0], [0.0, 0.0, 0.0], [0.0, 0.0, 0.0], [0.0, 0.0, 0.0], [0.0, 0.0, 0.0], [0.0, 0.0, 0.0], [0.0, 0.0, 0.0], [0.0, 0.0, 0.0], [0.0, 0.0, 0.0], [0.0, 0.0, 0.0], [0.0, 0.0, 0.0], [0.0, 0.0, 0.0], [0.0, 0.0, 0.0], [0.0, 0.0, 0.0], [0.1, -0.3, -0.1], [0.0, 0.1, 0.1], [0.0, 0.0, 0.0], [0.0, 0.0, 0.0], [0.0, 0.0, 0.0]]
}

=====

Entry 2:
{
  "formula": "C4H4N2O",
  "method": "ωB97M-V with the def2-TZVPD basis set",
  "total_charge": 0,
  "total_energy_ha": -339.36893,
  "lumo_energy_ev": [-0.3, 0.1],
  "e_homo_ev": [-8.54, -8.54],
  "symbols": ["N", "C", "C", "O", "C", "C", "N", "H", "H", "H", "H"],
  "xyz": [[2.622, 1.002, 0.833], [1.809, 0.372, 0.188], [1.024, -0.464, -0.613], [0.077, -1.238, 0.009], [-1.257, -0.797, -0.157], [-1.417, 0.542, 0.445], [-1.411, 1.603, 0.906], [0.868, -0.203, -1.657], [1.042, 1.152, 0.542], [-1.537, -0.748, -1.218], [-1.902, -1.518, 0.351]],
  "atomic_forces_ev_per_a": [[0.5, -0.4, -0.2], [0.0, 0.7, 0.5], [-0.1, -0.4, -0.5], [0.1, 0.0, 0.1], [-0.2, 0.0, 0.0], [0.0, 1.0, 0.4], [-0.1, -1.1, -0.4], [0.0, 0.0, 0.1], [-0.4, 0.2, -0.1], [0.0, 0.0, 0.1], [0.1, 0.1, -0.1]]
}

=====

Entry 3:
{
  "formula": "C12H24N2O9",
  "method": "ωB97M-V with the def2-TZVPD basis set",
  "total_charge": 0,
  "total_energy_ha": -1258.12274,
  "lumo_energy_ev": 0.0,
  "smiles": "CC(=O)N(C)OC(N)=O.CCOC(=O)OC.CCOC(=O)OC",
  "e_homo_ev": -9.77,
  "symbols": ["C", "C", "O", "N", "C", "O", "C", "N", "O", "H", "H", "H", "H", "H", "H", "H", "H", "C", "C", "O", "C", "O", "O", "C", "H", "H", "H", "H", "H", "H", "H", "H", "C", "C", "O", "C", "O", "O", "C", "H", "H", "H", "H", "H", "H", "H", "H"],
  "xyz": [[-0.230, -4.800, -1.776], [1.259, -4.153, -1.551], [2.305, -5.022, -1.598], [1.559, -2.686, -1.254], [1.533, -2.627, 0.288], [0.528, -1.997, -1.773], [0.796, -0.551, -1.841], [0.303, 0.407, -0.748], [1.442, 0.013, -2.889], [-0.436, -5.508, -0.839], [-0.193, -5.484, -2.750], [-1.109, -4.028, -1.817], [1.394, -1.542, 0.703], [0.669, -3.376, 0.603], [2.553, -3.088, 0.691], [1.047, 0.501, -0.010], [-0.606, 0.076, -0.341], [-2.846, 5.909, -3.008], [-3.407, 4.879, -3.972], [-2.387, 4.401, -4.858], [-1.539, 3.482, -4.333], [-1.578, 3.033, -3.197], [-0.619, 3.167, -5.279], [0.396, 2.275, -4.824], [-2.338, 6.712, -3.553], [-3.642, 6.343, -2.397], [-2.104, 5.463, -2.338], [-4.174, 5.348, -4.597], [-3.887, 4.047, -3.443], [-0.036, 1.376, -4.372], [1.050, 2.790, -4.113], [0.994, 1.972, -5.689], [-0.218, 0.674, 6.115], [-0.779, -0.357, 5.151], [0.241, -0.835, 4.265], [1.089, -1.753, 4.790], [1.050, -2.202, 5.927], [2.009, -2.068, 3.844], [3.024, -2.960, 4.299], [0.290, 1.477, 5.570], [-1.014, 1.107, 6.726], [0.524, 0.228, 6.785], [-1.546, 0.113, 4.526], [-1.258, -1.188, 5.680], [2.592, -3.859, 4.751], [3.678, -2.446, 5.010], [3.622, -3.263, 3.435]],
  "atomic_forces_ev_per_a": [[0.1, -0.1, 0.4], [5.0, -4.7, -0.7], [-6.5, 5.8, 0.6], [2.0, -3.7, 1.9], [0.2, -1.4, 0.9], [-2.8, 4.6, -0.9], [3.5, 4.1, -4.6], [0.5, -2.8, -1.2], [-4.3, -4.5, 7.1], [0.6, 1.5, -2.1], [0.0, 1.7, 2.2], [1.9, -1.4, -0.1], [0.2, -2.3, -1.0], [1.6, 2.0, 0.0], [-2.2, 1.1, -1.1], [-1.1, -0.1, -1.1], [1.5, 0.1, -0.3], [0.3, 0.0, 0.1], [-0.4, 0.3, 0.4], [0.5, -0.8, 0.1], [0.2, -0.1, 0.5], [0.0, 0.6, -1.7], [-1.1, 0.4, 0.6], [0.5, -0.5, 0.2], [-0.2, -0.1, 0.0], [0.0, 0.0, -0.1], [-0.2, 0.0, -0.1], [0.3, -0.2, -0.2], [0.3, 0.1, -0.1], [0.1, 0.3, 0.0], [-0.2, -0.2, 0.0], [-0.3, 0.2, 0.0], [0.3, 0.0, 0.1], [-0.4, 0.4, 0.5], [0.7, -0.9, 0.0], [0.0, 0.0, 0.8], [0.0, 0.6, -1.8], [-0.9, 0.3, 0.5], [0.5, -0.4, 0.1], [-0.2, -0.1, 0.0], [0.1, -0.1, -0.1], [-0.2, 0.0, -0.1], [0.3, -0.2, -0.2], [0.3, 0.1, -0.1], [0.0, 0.3, 0.0], [-0.2, -0.2, 0.0], [-0.3, 0.2, 0.0]]
}

=====

Entry 4:
{
  "formula": "C33H24BCl2F3O2S",
  "method": "ωB97M-V with the def2-TZVPD basis set",
  "total_charge": 0,
  "total_energy_ha": -3065.32527,
  "lumo_energy_ev": -0.2,
  "e_homo_ev": -6.96,
  "symbols": ["Cl", "C", "C", "C", "C", "C", "C", "C", "C", "C", "C", "C", "Cl", "C", "C", "C", "C", "H", "H", "H", "H", "H", "H", "H", "H", "H", "H", "H", "C", "C", "C", "C", "C", "B", "C", "C", "C", "C", "C", "F", "F", "F", "C", "C", "O", "C", "C", "C", "C", "C", "C", "O", "S", "H", "H", "H", "H", "H", "H", "H", "H", "H", "H", "H", "H", "H"],
  "xyz": [[4.960, 3.605, 1.909], [3.521, 3.101, 2.693], [2.510, 4.022, 3.008], [1.259, 3.556, 3.405], [1.004, 2.166, 3.488], [-0.280, 1.613, 3.188], [-0.426, 0.256, 2.670], [-1.071, -0.013, 1.484], [-1.560, -1.280, 0.956], [-2.752, -1.282, 0.185], [-3.372, -2.459, -0.227], [-2.757, -3.693, 0.034], [-3.537, -5.157, -0.421], [-1.526, -3.718, 0.700], [-0.935, -2.532, 1.148], [2.121, 1.302, 3.466], [3.352, 1.751, 3.027], [2.729, 5.083, 2.931], [0.447, 4.257, 3.608], [-0.763, 2.382, 2.349], [0.032, -0.532, 3.264], [-1.340, 0.831, 0.831], [-3.229, -0.331, -0.048], [-4.329, -2.449, -0.741], [-1.054, -4.682, 0.868], [0.019, -2.573, 1.668], [1.952, 0.250, 3.702], [4.209, 1.078, 3.008], [-1.744, 2.631, 9.190], [-0.888, 2.029, 8.133], [-0.653, 0.659, 8.018], [0.461, 0.343, 7.195], [1.100, 1.446, 6.617], [-2.148, 2.146, 2.772], [2.557, 1.527, 6.504], [3.253, 2.755, 6.519], [4.583, 2.788, 6.145], [5.226, 1.600, 5.802], [6.603, 1.706, 5.202], [7.617, 1.316, 6.040], [6.740, 0.951, 4.068], [6.879, 3.001, 4.843], [4.632, 0.353, 6.037], [3.315, 0.322, 6.463], [-2.740, 1.398, 3.816], [-4.056, 1.306, 3.477], [-4.264, 2.066, 2.320], [-5.488, 2.569, 1.985], [-6.565, 2.241, 2.839], [-6.364, 1.453, 3.981], [-5.090, 0.987, 4.362], [-3.070, 2.615, 1.873], [0.106, 2.905, 7.000], [-1.764, 1.915, 10.025], [-1.330, 3.573, 9.572], [-2.770, 2.771, 8.815], [-1.291, -0.080, 8.505], [0.842, -0.662, 7.044], [2.780, 3.676, 6.883], [5.131, 3.727, 6.142], [5.161, -0.587, 5.914], [2.824, -0.631, 6.715], [-5.536, 3.269, 1.149], [-7.566, 2.618, 2.599], [-7.212, 1.195, 4.604], [-4.885, 0.519, 5.331]],
  "atomic_forces_ev_per_a": [[0.5, 0.3, 0.0], [-1.0, -0.2, 0.7], [0.4, -0.5, 0.0], [0.2, -0.3, 0.3], [1.0, 1.4, -0.9], [-2.9, 0.4, -1.4], [-0.7, 0.1, -1.8], [0.7, 0.6, 1.0], [-0.4, -1.3, -0.6], [0.3, -0.1, 0.4], [0.4, -0.4, 0.1], [0.5, 1.3, 0.5], [-0.1, -0.3, -0.1], [-0.3, 0.1, -0.1], [-0.5, 0.2, 0.0], [-0.4, 0.0, -0.1], [0.3, 0.4, 0.4], [-0.2, -0.1, -0.1], [0.2, -0.1, -0.2], [1.1, -0.8, -0.3], [-0.4, 0.0, 0.0], [0.0, -0.1, 0.4], [0.0, -0.1, 0.1], [0.2, 0.1, 0.0], [0.0, 0.2, 0.0], [-0.2, 0.0, -0.1], [0.3, 0.3, -0.2], [-0.2, 0.1, -0.3], [-0.6, 0.1, -0.2], [0.9, -1.6, -0.7], [-0.2, 1.0, -0.4], [0.1, 0.9, -0.8], [-1.4, -0.1, 2.3], [1.0, -2.0, 3.2], [0.4, -0.1, -0.3], [-0.4, -0.2, 0.1], [0.0, -0.4, 0.1], [0.6, 0.1, -0.1], [0.8, 0.3, -0.3], [-0.8, 0.2, -0.6], [-0.2, 0.4, 0.8], [0.0, -1.1, 0.3], [-0.3, 0.4, 0.3], [-0.5, 0.4, -0.4], [0.3, 0.1, -1.0], [-0.7, 1.2, 0.7], [-0.4, 0.1, 1.0], [-0.8, 0.1, 0.1], [0.2, -0.1, -0.5], [0.4, -0.3, -0.1], [-0.1, 0.4, -0.9], [1.2, -0.3, 0.0], [0.9, -1.1, 0.7], [-0.2, 0.3, -0.3], [-0.2, -0.2, -0.2], [0.2, 0.2, 0.3], [0.4, 0.2, 0.1], [-0.1, 0.1, 0.3], [0.0, -0.5, -0.5], [-0.2, -0.2, -0.2], [0.2, 0.2, -0.1], [0.4, 0.6, -0.4], [-0.3, -0.2, 0.3], [0.5, -0.2, 0.2], [0.0, 0.2, 0.0], [-0.1, 0.1, -0.5]]
}